A structure of composition C21H27O2PdSi in a non-equilibrium geometry, computed with ωB97M-V with the def2-TZVPD basis set.

Output
multiplicity	3
charge	-1
HOMO energy (spin up / spin down)	-2.8 / -3.5	eV

XYZ file:
```
52
Properties=species:S:1:pos:R:3:forces:R:3
C 1.81044 1.67682 0.84505 -0.027 -0.422 0.068
C 1.66308 1.77017 -0.65287 -1.341 0.833 -0.498
C 0.35713 2.04108 -0.96365 1.916 0.436 0.266
H 2.51559 1.71992 -1.31749 -0.114 0.063 -0.085
C -0.46847 1.93363 0.24488 -0.286 -0.208 0.982
C 0.37068 1.51048 1.31568 0.195 0.663 0.425
H 0.16844 1.60279 2.38196 -0.096 0.295 -0.260
H 2.12330 2.69712 1.18163 0.013 -0.412 -0.014
H -0.03255 2.40255 -1.91160 0.221 -0.393 0.038
H -1.47803 2.30774 0.38068 0.215 0.388 -0.203
C 0.73029 -1.80083 -0.96612 0.482 -0.949 0.724
C 1.83404 -1.67438 -0.10334 -0.291 -0.471 -0.107
C 1.41031 -1.91004 1.24159 0.117 -0.035 -0.418
H 2.85435 -1.46612 -0.42074 -0.308 0.220 0.173
C 0.02927 -2.24771 1.23002 0.020 -0.303 -0.974
C -0.39065 -2.22038 -0.15724 0.321 -0.647 1.233
H -1.33875 -2.64172 -0.50194 0.478 0.456 0.113
H 0.73590 -1.71367 -2.05690 -0.051 0.050 0.504
H 2.05523 -1.85515 2.11973 -0.290 0.097 -0.256
H -0.60002 -2.57032 2.06185 0.364 0.052 -0.272
Pd -0.71834 -0.09842 0.50866 3.385 -0.246 2.952
O -1.84807 -0.47056 -0.87748 -3.298 -0.696 -4.152
C -2.19468 0.24141 -2.01649 -1.403 -0.202 0.944
C -3.56256 0.61259 -1.53347 0.538 0.880 0.630
H -1.55157 1.07414 -2.26358 0.164 0.281 -0.102
H -2.29241 -0.42602 -2.87447 0.270 -0.092 -0.330
H -3.57998 1.44631 -0.76305 -0.363 -1.027 -1.151
H -6.08549 1.06763 -1.00756 -0.002 -0.118 -0.018
C -5.92813 0.04930 -1.35781 -0.020 -0.017 0.019
C -4.58952 -0.37654 -1.56825 -1.075 -0.103 -0.507
C -4.43894 -1.73142 -2.01066 0.682 0.314 -0.413
H -3.42743 -2.13028 -2.16873 -0.472 0.236 0.217
C -5.52944 -2.52188 -2.34745 -0.644 0.071 0.076
H -5.40560 -3.54219 -2.74129 0.167 0.536 0.272
C -6.83737 -2.02727 -2.20595 0.104 0.062 0.195
H -7.70899 -2.64170 -2.45182 0.368 0.181 0.010
C -7.02006 -0.73468 -1.68872 0.151 -0.394 0.012
H -8.02906 -0.34696 -1.55610 0.176 -0.034 -0.003
C 5.16663 -0.73229 1.47328 0.097 -0.103 0.019
Si 4.32079 0.89716 1.78858 -1.701 -0.219 -0.454
C 4.28862 1.30164 3.60715 0.377 0.223 0.385
C 5.11758 2.26250 0.79468 0.344 0.091 0.111
O 2.72452 0.69451 1.31779 0.719 0.619 0.090
H 6.16397 -0.70549 1.93296 -0.099 -0.150 -0.101
H 5.28214 -0.90767 0.39375 -0.030 0.025 0.286
H 4.59733 -1.57508 1.89724 0.180 0.304 -0.128
H 5.31029 1.34633 4.01273 -0.177 0.080 0.006
H 3.80100 2.26909 3.80223 0.131 -0.234 -0.098
H 3.74840 0.53897 4.17725 0.003 0.032 -0.170
H 5.16170 1.99229 -0.26619 0.000 0.026 0.136
H 4.56514 3.20723 0.88294 0.182 -0.167 0.024
H 6.14998 2.40536 1.15865 -0.291 0.127 -0.193
```
Forces are in eV/Å.



The ion C21H28BrN2O3 with charge +1, computed with ωB97M-V with the def2-TZVPD basis set.

Output
charge	+1
HOMO energy	-11.1	eV
SMILES	COc1ccc(C[NH+]2CCN(Cc3ccc(Br)cc3)CC2)c(OC)c1OC

XYZ file:
```
55
Properties=species:S:1:pos:R:3:forces:R:3
C -6.05308 -2.75780 1.13375 -0.194 -0.148 0.199
O -5.22221 -2.15555 0.16394 0.347 0.274 -0.238
C -4.25512 -1.29206 0.55851 0.048 0.059 0.046
C -4.01179 -0.98011 1.89075 -0.116 -0.108 -0.071
C -3.01603 -0.09342 2.25414 0.117 0.093 -0.188
C -2.25561 0.53866 1.28793 0.080 -0.001 -0.160
C -1.20525 1.55117 1.66437 -0.672 0.053 0.153
N 0.06618 1.27970 0.95680 -0.215 -0.063 -0.317
C 0.70494 0.00973 1.34597 0.318 -0.625 0.074
C 1.70771 -0.36943 0.24555 0.040 -0.039 -0.085
N 2.03731 0.82553 -0.51447 -0.153 0.087 0.036
C 2.99612 0.59269 -1.59047 0.085 -0.013 -0.061
C 4.36129 0.14883 -1.12434 -0.043 -0.011 -0.041
C 4.65308 -1.20363 -0.98181 0.020 0.169 -0.029
C 5.88200 -1.61955 -0.50325 0.178 -0.036 0.086
C 6.83295 -0.67105 -0.16285 0.209 -0.073 0.097
Br 8.52395 -1.23273 0.51186 -0.320 0.107 -0.140
C 6.56947 0.68141 -0.31038 0.163 -0.080 0.090
C 5.33585 1.08229 -0.78899 -0.089 -0.127 -0.039
C 2.36221 1.91858 0.38055 -0.003 -0.072 0.081
C 1.04958 2.37480 1.04957 0.526 0.447 -0.058
C -2.48623 0.23931 -0.06057 -0.170 -0.057 0.108
O -1.65518 0.85161 -0.99119 -0.207 -0.487 0.414
C -2.27006 1.59390 -2.04048 -0.144 0.274 -0.447
C -3.45491 -0.69807 -0.44633 0.137 0.083 -0.118
O -3.50647 -0.94102 -1.77828 0.248 0.284 0.447
C -4.39996 -1.87818 -2.35108 -0.333 -0.392 -0.408
H -6.74703 -3.37750 0.56900 0.031 0.032 0.099
H -5.47935 -3.38907 1.81768 -0.008 0.039 -0.021
H -6.61441 -2.01009 1.70024 0.036 -0.016 -0.017
H -4.60243 -1.43859 2.66493 -0.098 -0.080 0.051
H -2.85075 0.11981 3.29804 0.034 0.032 0.150
H -1.53361 2.55559 1.37928 0.201 -0.026 0.006
H -1.03255 1.53590 2.74269 0.081 0.034 -0.102
H -0.21116 1.16897 -0.04670 0.179 0.161 0.315
H -0.06271 -0.75711 1.45486 0.031 0.123 0.034
H 1.19696 0.15242 2.31061 -0.103 0.094 -0.034
H 2.59302 -0.83831 0.70203 -0.127 0.031 0.005
H 1.25955 -1.08503 -0.44787 0.017 -0.048 0.068
H 3.07566 1.52434 -2.15501 -0.009 -0.066 -0.049
H 2.55906 -0.16698 -2.24278 0.033 0.056 -0.050
H 3.91893 -1.94482 -1.26272 -0.095 -0.094 -0.045
H 6.10260 -2.67018 -0.39882 0.036 -0.084 0.010
H 7.32264 1.41089 -0.05757 0.076 0.049 0.022
H 5.14031 2.13696 -0.91613 -0.023 0.139 -0.035
H 3.10427 1.62958 1.14069 -0.014 0.067 -0.051
H 2.78181 2.74113 -0.19750 -0.001 0.010 0.070
H 0.63821 3.24854 0.54235 -0.099 -0.105 0.036
H 1.21005 2.62324 2.10086 -0.150 -0.058 -0.035
H -1.45373 2.09525 -2.55706 -0.070 0.036 0.006
H -2.96474 2.33308 -1.63418 0.044 -0.025 0.029
H -2.79650 0.94004 -2.73319 0.082 0.058 0.093
H -4.23403 -2.88213 -1.95988 -0.011 0.085 -0.044
H -4.17075 -1.86118 -3.41616 -0.029 -0.017 0.080
H -5.44009 -1.59035 -2.19689 0.102 -0.028 -0.022
```
Forces are in eV/Å.



A structure of composition C21H28ClF3GaN2O5S in a non-equilibrium geometry, computed with ωB97M-V with the def2-TZVPD basis set.

Output
charge	-1
HOMO energy (spin up / spin down)	-1.0 / -0.3	eV

XYZ file:
```
62
Properties=species:S:1:pos:R:3:forces:R:3
Ga 0.59556 -0.91922 0.14729 -1.199 2.218 -0.856
Cl 1.16743 -2.75510 -0.88431 0.669 -1.462 -0.198
N -1.47593 -1.22262 0.66472 -2.406 -1.596 -0.284
N 1.96463 0.66792 -0.47703 2.122 0.258 -1.348
C -2.32790 -1.81075 -0.17515 1.687 1.248 1.450
C 2.15946 1.20114 -1.66936 -0.638 -1.205 1.675
C -2.20926 -1.12737 1.98123 -0.358 -0.336 -0.591
C -3.20154 -2.27348 1.84063 0.046 -0.392 -0.446
C -2.96217 0.19667 2.05728 0.032 0.256 -0.065
C -1.37443 -1.33452 3.21156 0.037 -0.120 0.377
H -3.56261 0.36648 1.15264 0.188 0.009 0.203
H -2.24862 1.02123 2.18074 -0.233 -0.115 -0.126
H -3.63709 0.16741 2.92532 0.128 0.124 -0.122
H -0.86572 -2.29977 3.17078 0.024 0.234 0.063
H -2.06140 -1.33824 4.06800 0.133 -0.012 0.024
H -0.65165 -0.53342 3.36156 -0.015 -0.087 -0.051
C 2.86755 1.37763 0.49054 -0.641 -0.192 -0.420
C 3.51303 2.45123 -0.37129 -0.067 0.591 -0.810
C 3.94039 0.44931 1.02467 0.107 -0.082 0.091
C 2.05680 1.98664 1.61658 -0.063 0.231 0.082
H 1.32705 2.69617 1.20221 0.094 -0.208 0.216
H 2.74779 2.52146 2.27918 -0.153 0.021 0.108
H 1.54593 1.20239 2.17861 0.016 0.197 -0.036
H 4.41745 -0.08119 0.19734 0.033 0.002 0.076
H 3.52985 -0.28290 1.71618 0.132 0.085 -0.084
H 4.69285 1.06485 1.53853 -0.062 -0.221 -0.006
O 2.94244 2.26717 -1.69456 1.085 1.594 0.050
H 4.60076 2.34591 -0.46663 -0.156 -0.038 0.012
H 3.28591 3.47791 -0.05741 -0.014 -0.234 -0.001
O -3.37095 -2.39818 0.39574 -1.091 -0.175 0.543
H -4.18662 -2.09686 2.27851 0.120 0.073 -0.090
H -2.78955 -3.22056 2.22601 -0.096 0.215 -0.232
C -2.29837 -1.83191 -1.66771 0.073 -0.080 0.311
C 1.59396 0.79425 -2.98484 0.343 -0.019 0.444
C 0.10864 0.79354 -2.85364 -0.534 0.843 -1.176
H 1.96551 -0.22147 -3.18093 -0.169 0.061 -0.270
H 1.95516 1.48296 -3.75246 0.064 -0.105 0.123
C -0.48107 -0.41344 -2.51469 1.046 -0.976 1.290
C -1.82622 -0.51129 -2.20198 -1.165 0.425 -0.843
H 0.13707 -1.32189 -2.49860 -0.383 0.479 -0.251
C -2.65478 0.59517 -2.40682 0.430 -1.110 0.411
C -2.06646 1.79721 -2.81264 -0.139 0.623 -0.050
C -4.13550 0.51393 -2.17796 -0.290 0.161 0.130
C -0.69393 1.92295 -3.03580 0.697 -0.680 0.341
H -2.70123 2.66927 -2.95944 0.023 -0.089 -0.082
C -0.08505 3.23901 -3.42121 -0.083 0.332 0.013
H -0.88047 3.96373 -3.62624 0.163 -0.026 -0.003
H 0.53558 3.15035 -4.32211 -0.082 0.035 0.139
H 0.55065 3.65253 -2.62364 -0.112 -0.120 -0.164
H -4.58334 -0.34321 -2.69758 0.056 0.141 0.104
H -4.61568 1.42462 -2.55473 0.002 -0.172 0.077
H -4.39242 0.42332 -1.11111 0.037 -0.006 -0.193
H -3.30061 -2.08399 -2.02630 0.115 -0.127 0.151
H -1.59836 -2.63355 -1.93968 -0.095 0.080 -0.279
F 3.20622 -2.46867 4.94415 -0.522 0.300 -0.211
C 2.20160 -1.81916 4.32793 -0.118 0.363 -0.033
F 1.07071 -1.98278 5.04767 0.710 0.101 -0.243
F 2.49804 -0.49116 4.31521 -0.098 -1.021 0.143
S 1.95149 -2.44825 2.57235 -0.981 1.709 -1.412
O 3.26605 -2.67265 2.03520 -0.359 -0.155 0.612
O 0.99280 -3.51919 2.64253 0.674 0.084 0.365
O 1.30305 -1.16882 1.97592 1.234 -1.930 1.355
```
Forces are in eV/Å.



A structure of composition C21H28ClINO7Ti in a non-equilibrium geometry, computed with ωB97M-V with the def2-TZVPD basis set.

Output
charge	+3
HOMO energy	-16.7	eV

XYZ file:
```
60
Properties=species:S:1:pos:R:3:forces:R:3
Ti -0.46893 0.11225 -0.25109 1.120 -0.310 0.821
C 0.44794 1.59529 2.62098 0.610 -0.450 0.372
C 1.90579 1.32257 2.23520 -0.333 0.358 0.006
O 1.92702 0.35114 1.17838 -0.162 -0.115 -0.013
C 2.24456 -0.96851 1.59211 -0.158 -0.434 0.036
C 1.02230 -1.68382 2.17329 1.022 0.399 0.280
O -0.08710 -1.49284 1.27229 -0.156 0.384 -0.326
C -0.98488 -2.61672 1.28783 -0.508 -0.536 -0.321
C -2.00486 -2.36740 0.17609 -0.501 -0.239 0.960
O -1.34164 -1.70242 -0.90274 0.249 -0.013 0.124
C -0.56414 -2.53140 -1.77796 0.572 -0.107 -0.851
C 0.91403 -2.09852 -1.71251 -0.366 -1.177 0.042
O 0.91232 -0.69248 -1.43388 0.586 -0.419 -0.784
C 2.04143 0.07005 -1.88652 0.825 1.009 -0.102
C 1.54347 1.51638 -2.00704 0.395 -0.450 -0.774
O 0.60759 1.70700 -0.93974 0.194 0.049 -0.040
C 0.61378 3.01188 -0.34646 -0.243 0.734 0.865
C -0.41205 2.93895 0.79378 -0.191 0.493 -0.585
O -0.34434 1.66718 1.43553 0.329 0.032 -0.039
H 0.35552 2.51144 3.21243 -0.052 -0.090 -0.148
H 0.01825 0.77122 3.20073 0.109 0.195 -0.080
H 2.48872 0.98861 3.09700 -0.046 0.004 -0.056
H 2.37894 2.22841 1.84160 -0.044 -0.175 0.090
H 3.06172 -0.97578 2.32226 -0.112 -0.009 -0.083
H 2.59907 -1.48863 0.69364 -0.069 0.043 0.195
H 0.76735 -1.30803 3.17080 -0.120 -0.061 -0.222
H 1.26082 -2.74745 2.26537 -0.191 0.048 -0.070
H -1.48417 -2.70769 2.26137 0.149 0.045 -0.195
H -0.40663 -3.53322 1.09275 -0.068 0.273 0.107
H -2.79297 -1.68126 0.51576 0.218 -0.268 -0.168
H -2.46740 -3.30330 -0.16619 0.139 0.304 0.040
H -0.96536 -2.38842 -2.78893 0.067 -0.001 0.259
H -0.66421 -3.59006 -1.51958 -0.025 0.205 0.039
H 1.41153 -2.30831 -2.66749 -0.111 0.176 0.192
H 1.45403 -2.63758 -0.91987 -0.090 0.308 -0.159
H 2.41848 -0.29960 -2.84775 -0.250 -0.018 0.182
H 2.84840 0.01837 -1.14342 -0.297 -0.163 -0.130
H 1.03658 1.71135 -2.96410 0.129 -0.043 0.352
H 2.38829 2.20898 -1.91511 -0.226 -0.100 0.109
H 0.32754 3.77426 -1.08271 0.032 -0.229 0.100
H 1.62338 3.23074 0.02131 -0.142 -0.144 -0.157
H -1.42803 3.01603 0.38330 0.216 0.059 0.132
H -0.26764 3.75737 1.50873 -0.021 -0.200 -0.131
Cl -6.06085 2.54656 -3.56117 -0.013 -0.023 -0.006
C -4.90114 1.98017 -2.45389 0.159 -0.112 0.501
C -5.14617 2.05726 -1.09166 -0.208 0.071 -0.598
C -4.21490 1.59623 -0.15871 1.100 -0.487 0.830
I -4.49665 1.73410 1.92146 -0.145 -0.009 -0.592
C -3.00609 1.05999 -0.59278 -2.378 0.909 -1.568
O -2.04761 0.58963 0.17886 -0.625 0.235 0.651
C -2.70864 1.02602 -1.97576 -0.578 0.132 0.262
N -1.46841 0.55901 -2.27665 -0.196 -0.019 0.312
C -1.18265 0.40515 -3.56497 0.094 -0.093 -0.104
C -2.07975 0.71860 -4.58888 -0.143 0.048 0.057
C -3.31853 1.24995 -4.28505 0.252 -0.053 0.052
C -3.66582 1.43762 -2.93872 0.244 -0.096 0.430
H -6.08185 2.46957 -0.74106 -0.033 0.051 -0.051
H -0.20868 -0.00059 -3.81914 -0.033 0.016 0.043
H -1.79660 0.53618 -5.61520 0.054 0.033 -0.011
H -4.01990 1.50743 -5.06516 -0.028 0.030 -0.077
```
Forces are in eV/Å.